# C28H28Cu4F2N4O10

A structure of composition C28H28Cu4F2N4O10 in a non-equilibrium geometry (ωB97M-V/def2-TZVPD, the OMol25 dataset).

Cartesian coordinates (Å):
1 Cu -18.8383 22.6822 17.8517
2 Cu -15.7855 20.1430 16.5729
3 Cu -18.9697 20.6276 24.5950
4 Cu -17.7650 17.1949 17.9695
5 C -17.0269 21.8176 20.6212
6 C -17.5362 21.1678 21.9021
7 C -17.4178 19.6086 21.9214
8 O -17.9103 18.9776 22.7954
9 C -16.8700 18.8201 20.7985
10 C -16.3495 19.4948 19.7409
11 C -16.4503 21.0535 19.6736
12 O -16.1054 21.6934 18.5695
13 O -15.7912 18.7621 18.8434
14 O -17.9311 21.7809 22.9351
15 H -17.0568 22.8813 20.4366
16 H -16.8341 17.7412 20.8313
17 C -16.5773 26.0549 19.6759
18 C -15.9099 26.6375 20.9449
19 O -17.0693 26.4251 21.8006
20 C -17.9218 25.4575 21.3273
21 O -18.9132 24.9566 21.9308
22 O -17.4067 25.0282 20.1845
23 F -15.6102 27.9084 20.7576
24 H -15.8162 25.5593 19.0733
25 H -17.3053 26.6143 19.0885
26 H -15.1035 26.1030 21.4470
27 C -14.7757 17.2657 22.7962
28 C -13.5756 17.1563 23.7524
29 O -13.3242 15.8445 23.8049
30 C -13.7858 15.2487 22.6628
31 O -13.5637 14.1147 22.2298
32 O -14.5984 16.1525 22.0194
33 F -14.0252 17.6597 24.8914
34 H -14.7233 18.1152 22.1153
35 H -15.7387 17.0596 23.2634
36 H -12.6453 17.6054 23.4047
37 N -14.0129 23.3878 19.4307
38 C -13.9774 24.2341 18.3352
39 C -13.1455 25.3004 18.6237
40 C -12.7318 25.2484 19.9860
41 C -13.2814 24.0193 20.4179
42 H -14.5906 22.5611 19.4838
43 H -14.5722 23.9020 17.4972
44 H -12.9752 26.1419 17.9686
45 H -12.2117 25.9617 20.6082
46 H -13.2478 23.5468 21.3885
47 N -19.0307 23.8089 24.7099
48 C -20.2714 23.4595 25.1296
49 C -20.1815 23.1934 26.5255
50 C -18.9181 23.5710 26.9059
51 C -18.0880 23.7817 25.8049
52 H -18.8502 24.0015 23.7350
53 H -21.0814 23.4040 24.4174
54 H -20.9196 22.9078 27.2603
55 H -18.5759 23.6965 27.9225
56 H -17.1176 24.1823 25.5512
57 N -19.6106 15.8317 19.6481
58 C -20.3746 15.9759 18.5174
59 C -20.4872 17.3294 18.2665
60 C -19.8940 18.0226 19.3052
61 C -19.4043 17.1457 20.2137
62 H -19.4185 14.9593 20.1195
63 H -20.6505 15.1301 17.9051
64 H -21.0166 17.6843 17.3946
65 H -19.9074 19.0974 19.4108
66 H -19.0259 17.3129 21.2113
67 N -13.6613 24.1370 25.1580
68 C -14.7497 24.4149 24.3630
69 C -15.2371 23.1865 23.8647
70 C -14.6583 22.1891 24.6400
71 C -13.7266 22.8340 25.4587
72 H -13.3325 24.9207 25.7037
73 H -15.1405 25.3807 24.0785
74 H -16.1249 23.0495 23.2651
75 H -14.9750 21.1572 24.6752
76 H -13.2322 22.4482 26.3379

Its net charge is +3. The value obtained for the orbital gap (spin up / spin down) is 3.874 / 3.647 eV. As for the multiplicity: 2.



# C28H28F3N2O8S3

A structure of composition C28H28F3N2O8S3 in a non-equilibrium geometry (ωB97M-V/def2-TZVPD, the OMol25 dataset).

Cartesian coordinates (Å):
1 C 3.8766 -2.6268 3.4233
2 N 3.9022 -1.7909 2.2381
3 C 5.1689 -1.1331 1.9753
4 C 2.7607 -1.4359 1.5824
5 C 2.7370 -0.2600 0.7924
6 C 1.5409 0.2166 0.2850
7 C 0.3373 -0.4537 0.5254
8 C -0.9672 0.2050 0.1241
9 C -1.8475 0.6862 1.3356
10 C -3.2812 0.1544 1.1262
11 O -3.5240 -0.8925 0.5682
12 O -4.2771 0.9174 1.6782
13 C -4.2667 2.3511 1.4033
14 C -4.3858 2.6321 -0.0645
15 C -5.3204 2.9221 2.3513
16 O -2.9865 2.8965 1.8164
17 C -1.8332 2.2657 1.4782
18 O -0.7888 2.8753 1.3710
19 C 0.3794 -1.7125 1.1656
20 C 1.5581 -2.1891 1.7086
21 H 3.2966 -2.1827 4.2541
22 H 3.4360 -3.6095 3.2087
23 H 4.9269 -2.7441 3.7260
24 H 5.2789 -0.9177 0.9092
25 H 5.2617 -0.1957 2.5439
26 H 5.9707 -1.8089 2.2900
27 H 3.6570 0.2989 0.6187
28 H 1.5095 1.1573 -0.2749
29 H -0.7576 1.1386 -0.4292
30 H -1.6072 -0.4905 -0.4303
31 H -3.5632 2.1362 -0.5802
32 H -5.3488 2.2809 -0.4299
33 H -4.2893 3.7108 -0.1958
34 H -5.1606 2.5350 3.3628
35 H -5.2764 4.0140 2.3813
36 H -6.3182 2.6207 2.0194
37 H -0.5232 -2.3127 1.2650
38 H 1.5515 -3.1298 2.2570
39 F -3.0698 1.5381 4.1849
40 C -2.2996 0.4309 4.2747
41 F -1.5455 0.5456 5.4203
42 F -3.1220 -0.6386 4.4040
43 S -1.1087 0.2645 2.9039
44 N -1.3481 -4.1915 5.1655
45 S 0.0466 -3.3927 5.2534
46 C 0.0145 -3.4905 7.0422
47 C 0.3651 -2.4522 7.9141
48 C -0.0013 -2.5854 9.2614
49 C -0.6938 -3.7165 9.6982
50 C -1.0257 -4.7344 8.8001
51 C -0.5860 -4.6664 7.4839
52 O 1.1244 -4.1829 4.6910
53 O -0.0650 -1.9842 4.9735
54 S -1.9982 -4.4726 3.7460
55 C -3.6075 -3.7479 4.0401
56 C -4.2634 -3.7975 5.2763
57 C -5.6058 -3.3920 5.3429
58 C -6.2281 -2.8645 4.2085
59 C -5.5031 -2.6709 3.0307
60 C -4.1893 -3.1134 2.9458
61 O -1.4292 -3.6570 2.6923
62 O -2.1229 -5.8824 3.5508
63 H 0.8950 -1.5702 7.5519
64 H 0.2290 -1.7899 9.9718
65 H -0.9850 -3.8083 10.7438
66 H -1.6531 -5.5814 9.0692
67 H -0.7880 -5.4808 6.7847
68 H -3.7046 -4.1501 6.1427
69 H -6.1483 -3.4797 6.2877
70 H -7.2716 -2.5555 4.2543
71 H -5.9376 -2.1791 2.1638
72 H -3.5980 -2.9483 2.0457

Its net charge is -1. The value obtained for the orbital gap is 7.081 eV. As for the multiplicity: 1. Its energy above the lowest of the compared OMol25 structures with the same formula, charge and spin is 0.0 kcal/mol.



# C28H28N5O3S2V

A structure of composition C28H28N5O3S2V in a non-equilibrium geometry (ωB97M-V/def2-TZVPD, the OMol25 dataset).

Cartesian coordinates (Å):
1 V -0.7154 0.0526 0.5231
2 C -4.4989 4.1029 2.2991
3 S -3.0199 4.3514 1.3128
4 C -2.3030 2.7284 1.2349
5 S -0.7994 2.6852 0.3856
6 N -2.9623 1.7561 1.7881
7 N -2.3353 0.5148 1.6593
8 C -2.9648 -0.5312 2.1886
9 C -2.2688 -1.7575 2.1454
10 C -2.6426 -2.9438 2.8198
11 C -1.7583 -3.9831 2.9032
12 C -0.4735 -3.8708 2.3085
13 C -0.1882 -2.7379 1.6025
14 N -1.0637 -1.7104 1.4727
15 H -5.0615 5.0394 2.2390
16 H -5.0799 3.2798 1.8940
17 H -4.2385 3.8859 3.3338
18 H -3.9191 -0.4054 2.6705
19 H -3.6160 -2.9887 3.2959
20 H -2.0321 -4.8883 3.4348
21 H 0.2650 -4.6567 2.3972
22 H 0.7605 -2.6095 1.0933
23 C -0.8376 -3.9820 -1.4189
24 O -0.6491 -2.5761 -1.3840
25 C 0.1138 -2.0054 -2.3663
26 C 0.0173 -2.4423 -3.6823
27 C 0.8041 -1.8958 -4.6875
28 C 1.7009 -0.8947 -4.3473
29 C 1.7755 -0.4413 -3.0380
30 C 0.9746 -0.9579 -2.0045
31 N 1.0301 -0.4338 -0.6754
32 N 2.1839 0.2525 -0.5058
33 C 2.5259 0.7822 0.6882
34 C 1.7537 0.7433 1.8529
35 O 0.4758 0.3463 1.7506
36 C 2.2831 1.1155 3.0965
37 C 3.5399 1.6423 3.1956
38 C 4.3315 1.8427 2.0212
39 C 5.5968 2.4756 2.0768
40 C 6.3397 2.6761 0.9428
41 C 5.8433 2.2364 -0.3055
42 C 4.6235 1.6178 -0.3837
43 C 3.8342 1.4115 0.7706
44 H 0.1176 -4.5068 -1.4780
45 H -1.3387 -4.2448 -0.4889
46 H -1.4668 -4.2979 -2.2516
47 H -0.6834 -3.2289 -3.9282
48 H 0.7097 -2.2470 -5.7094
49 H 2.3404 -0.4528 -5.1058
50 H 2.4491 0.3559 -2.7774
51 H 1.6515 0.9933 3.9723
52 H 3.9384 1.9408 4.1602
53 H 5.9666 2.8123 3.0432
54 H 7.2993 3.1755 1.0005
55 H 6.4291 2.3913 -1.2062
56 H 4.2340 1.2790 -1.3366
57 C -1.7089 1.2166 -3.0298
58 C -2.4268 0.3049 -2.0583
59 C -3.7560 0.8803 -1.6258
60 O -1.6408 0.0450 -0.8794
61 H -2.3514 1.4055 -3.8981
62 H -0.7757 0.7647 -3.3747
63 H -1.4802 2.1627 -2.5345
64 H -2.5975 -0.6475 -2.5441
65 H -3.6227 1.9049 -1.2684
66 H -4.1794 0.2873 -0.8105
67 H -4.4528 0.8791 -2.4687

Its net charge is -1. The value obtained for the orbital gap (spin up / spin down) is 5.665 / 6.885 eV. As for the multiplicity: 4. Its energy above the lowest of the compared OMol25 structures with the same formula, charge and spin is 22.1 kcal/mol.



Question: Which of these has the lowest multiplicity?
Answer: C28H28F3N2O8S3



Question: Among the records above, which one has the highest net charge?
Answer: C28H28Cu4F2N4O10



What did the third record say?
# C28H28N5O3S2V

A structure of composition C28H28N5O3S2V in a non-equilibrium geometry (ωB97M-V/def2-TZVPD, the OMol25 dataset).

Cartesian coordinates (Å):
1 V -0.7154 0.0526 0.5231
2 C -4.4989 4.1029 2.2991
3 S -3.0199 4.3514 1.3128
4 C -2.3030 2.7284 1.2349
5 S -0.7994 2.6852 0.3856
6 N -2.9623 1.7561 1.7881
7 N -2.3353 0.5148 1.6593
8 C -2.9648 -0.5312 2.1886
9 C -2.2688 -1.7575 2.1454
10 C -2.6426 -2.9438 2.8198
11 C -1.7583 -3.9831 2.9032
12 C -0.4735 -3.8708 2.3085
13 C -0.1882 -2.7379 1.6025
14 N -1.0637 -1.7104 1.4727
15 H -5.0615 5.0394 2.2390
16 H -5.0799 3.2798 1.8940
17 H -4.2385 3.8859 3.3338
18 H -3.9191 -0.4054 2.6705
19 H -3.6160 -2.9887 3.2959
20 H -2.0321 -4.8883 3.4348
21 H 0.2650 -4.6567 2.3972
22 H 0.7605 -2.6095 1.0933
23 C -0.8376 -3.9820 -1.4189
24 O -0.6491 -2.5761 -1.3840
25 C 0.1138 -2.0054 -2.3663
26 C 0.0173 -2.4423 -3.6823
27 C 0.8041 -1.8958 -4.6875
28 C 1.7009 -0.8947 -4.3473
29 C 1.7755 -0.4413 -3.0380
30 C 0.9746 -0.9579 -2.0045
31 N 1.0301 -0.4338 -0.6754
32 N 2.1839 0.2525 -0.5058
33 C 2.5259 0.7822 0.6882
34 C 1.7537 0.7433 1.8529
35 O 0.4758 0.3463 1.7506
36 C 2.2831 1.1155 3.0965
37 C 3.5399 1.6423 3.1956
38 C 4.3315 1.8427 2.0212
39 C 5.5968 2.4756 2.0768
40 C 6.3397 2.6761 0.9428
41 C 5.8433 2.2364 -0.3055
42 C 4.6235 1.6178 -0.3837
43 C 3.8342 1.4115 0.7706
44 H 0.1176 -4.5068 -1.4780
45 H -1.3387 -4.2448 -0.4889
46 H -1.4668 -4.2979 -2.2516
47 H -0.6834 -3.2289 -3.9282
48 H 0.7097 -2.2470 -5.7094
49 H 2.3404 -0.4528 -5.1058
50 H 2.4491 0.3559 -2.7774
51 H 1.6515 0.9933 3.9723
52 H 3.9384 1.9408 4.1602
53 H 5.9666 2.8123 3.0432
54 H 7.2993 3.1755 1.0005
55 H 6.4291 2.3913 -1.2062
56 H 4.2340 1.2790 -1.3366
57 C -1.7089 1.2166 -3.0298
58 C -2.4268 0.3049 -2.0583
59 C -3.7560 0.8803 -1.6258
60 O -1.6408 0.0450 -0.8794
61 H -2.3514 1.4055 -3.8981
62 H -0.7757 0.7647 -3.3747
63 H -1.4802 2.1627 -2.5345
64 H -2.5975 -0.6475 -2.5441
65 H -3.6227 1.9049 -1.2684
66 H -4.1794 0.2873 -0.8105
67 H -4.4528 0.8791 -2.4687

Its net charge is -1. The value obtained for the orbital gap (spin up / spin down) is 5.665 / 6.885 eV. As for the multiplicity: 4. Its energy above the lowest of the compared OMol25 structures with the same formula, charge and spin is 22.1 kcal/mol.



Question: Look up the net charge of the first one.
Answer: +3